1.
Molecular formula: C28H47As2MnN4O11P2S
Method: DFT, ωB97M-V/def2-TZVPD

Summary:
maximum force = 3.3 eV/Å
highest occupied orbital energy (alpha / beta) = -0.486 / -0.500 Eh
LUMO (alpha / beta) = -7.55 / -5.93 eV
expectation value of S² = 6.443

```
! wB97M-V def2-TZVPD RIJCOSX def2/J DEFGRID3
* xyz 2 5
Mn -0.66 -0.92 0.13
C -2.00 0.82 -5.12
N -1.20 0.14 -4.12
C -0.05 -0.55 -4.69
P -1.24 0.56 -2.52
O -0.18 -0.18 -1.78
O -2.76 0.09 -2.14
P -3.39 0.04 -0.65
O -2.37 0.24 0.40
N -4.46 1.32 -0.67
C -5.54 1.28 -1.63
C -4.80 1.93 0.60
N -4.05 -1.49 -0.56
C -4.34 -2.00 0.77
C -4.88 -2.04 -1.61
N -1.21 2.16 -2.08
C 0.10 2.79 -2.10
C -2.30 3.08 -2.35
H -1.38 1.47 -5.74
H -2.77 1.42 -4.63
H -2.48 0.08 -5.76
H 0.56 0.13 -5.29
H -0.40 -1.35 -5.35
H 0.56 -0.97 -3.90
H -5.21 0.78 -2.54
H -5.83 2.30 -1.89
H -6.42 0.77 -1.24
H -3.94 1.89 1.26
H -5.65 1.44 1.08
H -5.06 2.98 0.42
H -3.66 -1.55 1.49
H -4.21 -3.08 0.78
H -5.37 -1.78 1.07
H -4.57 -1.62 -2.57
H -5.94 -1.83 -1.45
H -4.75 -3.12 -1.62
H 0.88 2.03 -2.00
H 0.18 3.48 -1.26
H 0.27 3.35 -3.02
H -3.23 2.54 -2.48
H -2.10 3.68 -3.24
H -2.41 3.75 -1.49
C -2.21 -3.40 -3.46
O -1.64 -4.06 -2.32
C -1.38 -3.40 -1.23
O -1.57 -2.19 -1.07
C -0.81 -4.19 -0.13
C -1.22 -5.43 0.12
As -0.62 -6.45 1.67
C -2.22 -7.56 1.96
C -0.97 -4.98 2.93
C -0.63 -3.71 2.71
As 0.16 -2.99 1.07
C 1.94 -3.90 1.11
C -1.15 -2.66 3.64
O -1.27 -2.79 4.82
O -1.50 -1.56 2.94
C -2.09 -0.52 3.73
C -1.93 -5.35 4.04
O -3.09 -5.19 3.80
O -1.47 -5.91 5.13
C -0.07 -6.04 5.31
C -2.37 -5.98 -0.68
O -3.44 -5.44 -0.55
O -2.19 -7.03 -1.45
C -0.88 -7.56 -1.63
H -3.23 -3.75 -3.58
H -1.62 -3.71 -4.32
H -2.19 -2.32 -3.34
H -2.29 -8.31 1.17
H -3.13 -6.96 1.96
H -2.15 -8.09 2.91
H 1.85 -4.97 1.35
H 2.57 -3.41 1.86
H 2.41 -3.79 0.13
H -2.24 0.32 3.06
H -1.42 -0.27 4.55
H -3.05 -0.87 4.14
H 0.06 -6.49 6.29
H 0.41 -5.05 5.28
H 0.37 -6.69 4.53
H -0.98 -8.28 -2.44
H -0.53 -8.07 -0.72
H -0.17 -6.77 -1.91
S 0.57 0.61 1.04
C 1.05 0.60 2.73
C 1.04 1.82 3.42
C 1.37 1.84 4.77
C 1.72 0.66 5.42
C 1.77 -0.54 4.72
C 1.44 -0.57 3.38
H 0.78 2.72 2.89
H 1.34 2.77 5.31
H 1.98 0.69 6.46
H 2.08 -1.44 5.22
H 1.49 -1.50 2.80
*
```


2.
Molecular formula: C28H47BBrMgNO5Si4
Method: DFT, ωB97M-V/def2-TZVPD

Summary:
maximum force = 1.6 eV/Å
highest occupied orbital energy = -0.006 Eh
LUMO = 3.88 eV

```
! wB97M-V def2-TZVPD RIJCOSX def2/J DEFGRID3
* xyz -2 1
Mg 0.39 0.15 0.24
O 1.97 -6.00 1.43
C 1.38 -4.85 1.03
C 0.66 -4.05 1.89
C 0.12 -2.87 1.41
N 0.26 -2.48 0.13
C 0.93 -3.27 -0.66
Br 1.11 -2.67 -2.46
C 1.52 -4.47 -0.29
H 1.82 -6.09 2.38
H 0.54 -4.32 2.94
H -0.40 -2.18 2.08
H 2.08 -5.07 -1.00
C -1.71 1.86 2.40
O -0.99 1.62 1.18
Si -0.44 2.87 0.16
C 0.53 4.02 1.28
C -1.94 3.92 -0.33
C 0.32 1.91 -1.20
Si 1.82 2.75 -1.91
C 3.16 3.04 -0.59
C 1.38 4.49 -2.52
C 2.87 1.98 -3.28
Si -2.37 0.68 -2.08
C -3.60 1.74 -3.05
C -3.27 0.36 -0.43
C -2.39 -1.06 -2.82
H -2.64 2.39 2.19
H -1.11 2.46 3.09
H -1.92 0.91 2.87
H -0.14 4.45 2.03
H 0.99 4.85 0.72
H 1.33 3.47 1.79
H -2.28 4.58 0.48
H -2.79 3.29 -0.63
H -1.67 4.53 -1.20
H 2.86 3.72 0.20
H 4.06 3.45 -1.08
H 3.44 2.10 -0.11
H 1.08 5.14 -1.69
H 0.54 4.43 -3.23
H 2.23 4.96 -3.04
H 2.98 0.90 -3.15
H 3.88 2.44 -3.28
H 2.40 2.15 -4.25
H -3.86 2.66 -2.50
H -4.53 1.20 -3.26
H -3.15 2.04 -4.01
H -3.48 1.28 0.13
H -2.70 -0.30 0.23
H -4.23 -0.12 -0.65
H -1.90 -1.08 -3.79
H -3.42 -1.43 -2.94
H -1.85 -1.75 -2.16
C 3.33 -0.97 1.25
C 1.98 -0.33 1.48
O 2.10 1.23 1.80
H 4.09 -0.60 1.95
H 3.70 -0.81 0.23
H 3.23 -2.05 1.40
C 0.64 -0.21 -5.94
Si -0.64 1.03 -5.29
C -0.44 2.63 -6.30
C -2.25 0.28 -6.05
C -0.28 1.44 -3.61
C -0.62 1.42 -2.32
H 0.54 -0.36 -7.03
H 0.50 -1.18 -5.45
H 1.66 0.13 -5.73
H -0.82 2.54 -7.33
H 0.62 2.93 -6.35
H -0.98 3.45 -5.80
H -2.27 0.38 -7.15
H -3.15 0.77 -5.66
H -2.34 -0.78 -5.81
O -0.40 -1.13 3.24
B 1.69 0.37 2.78
O 1.59 0.57 4.13
C 1.00 -0.34 4.97
C 1.39 -0.36 6.29
C 0.79 -1.23 7.21
C -0.21 -2.08 6.76
C -0.61 -2.07 5.43
C -0.04 -1.19 4.47
H 2.18 0.32 6.60
H 1.09 -1.22 8.25
H -0.69 -2.76 7.46
H -1.40 -2.73 5.09
*
```